# 1
The following is a DFT calculation (ωB97M-V with the def2-TZVPD basis set) of a 8-piece molecular cluster, C42H83BN3O24P overall.

Output
Electronic energy = -3986.1610 hartree
Energy above the lowest of the compared OMol25 structures with the same formula, charge and spin = 539.61 kJ/mol
SMILES string = C=C[C@@]1([PH2]=N)NC(=O)[C@](C=C)(B(O)OC)[C@@]1(CN)CCCCCCCCCCC.COC(=O)OC.COC(=O)OC.COC(=O)OC.COC(=O)OC.COC(=O)OC.COC(=O)OC.COC(=O)OC
Orbital gap = 0.2719 hartree
Maximum force = 3.14 eV/Å
LUMO energy = -0.0119 hartree

Geometry as ORCA input:
```
! RIJCOSX wB97M-V def2-TZVPD def2/J DEFGRID3
* xyz 0 1
C 6.89826 -5.44342 0.32546
C 6.84647 -4.06853 0.67108
C 7.83204 -2.95175 0.16743
P 8.55787 -2.29555 1.80240
N 8.83499 -3.55199 2.75979
N 9.03531 -3.63527 -0.41223
C 9.36386 -2.93094 -1.62230
O 10.48574 -2.67961 -2.07220
C 7.91229 -2.52943 -2.19697
C 7.40127 -3.97790 -2.64281
C 6.28515 -4.20954 -3.43541
B 8.21392 -1.60377 -3.49234
O 8.73772 -0.27186 -3.40870
O 8.01638 -2.07113 -4.84803
C 9.28131 -2.65938 -5.25533
C 7.27850 -1.87806 -0.89544
C 7.59914 -0.37994 -0.53542
N 9.06294 -0.06173 -0.49532
C 5.69838 -1.97207 -1.06582
C 4.85973 -1.37293 0.14754
C 4.00338 -0.14668 -0.40088
C 2.75448 -0.76648 -1.21067
C 1.39662 -0.36828 -0.47864
C 0.43772 -1.64012 -0.47991
C -0.95397 -1.27382 -1.21334
C -2.07696 -2.15919 -0.50353
C -3.32660 -2.43467 -1.45831
C -3.72164 -3.99088 -1.53386
C -5.32524 -4.02832 -1.50433
H 7.71009 -6.08110 0.78230
H 6.10376 -5.85336 -0.35513
H 6.04119 -3.73648 1.39694
H 7.65016 -1.34516 2.40586
H 9.81640 -1.68748 1.50532
H 9.84507 -3.58877 2.95371
H 9.78837 -3.84732 0.24402
H 7.99788 -4.88884 -2.34334
H 5.32968 -3.63996 -3.25352
H 6.29335 -4.98726 -4.24880
H 9.21972 -0.11807 -4.24064
H 10.00053 -1.81915 -5.46638
H 9.64680 -3.34406 -4.44089
H 9.11997 -3.25656 -6.19306
H 7.07809 0.27867 -1.29234
H 7.18793 -0.06077 0.47214
H 9.31758 0.11455 0.47690
H 9.18153 0.80563 -1.02353
H 5.44848 -1.36507 -1.99314
H 5.32336 -3.01139 -1.24639
H 5.45954 -1.13751 1.06628
H 4.10572 -2.15963 0.45734
H 4.60336 0.42133 -1.17164
H 3.68756 0.58194 0.39212
H 2.72126 -0.39557 -2.27916
H 2.91295 -1.88299 -1.28582
H 1.66596 -0.12725 0.59054
H 0.91733 0.54176 -0.94292
H 0.85130 -2.51110 -1.06410
H 0.26618 -1.98870 0.57508
H -0.81298 -1.58538 -2.28848
H -1.14817 -0.16932 -1.12492
H -1.64277 -3.15457 -0.21044
H -2.43108 -1.61408 0.41100
H -4.20738 -1.90093 -0.98794
H -3.19128 -2.02041 -2.49759
H -3.33771 -4.45513 -2.49311
H -3.26932 -4.53888 -0.66293
H -5.65272 -3.20347 -2.20488
H -5.74996 -5.00679 -1.84782
H -5.62036 -3.76425 -0.44532
C 11.43615 -5.57372 -1.53290
O 11.14001 -6.95117 -1.29554
C 12.17836 -7.66586 -0.84947
O 13.28769 -7.24957 -0.64475
O 11.76656 -8.92712 -0.67020
C 12.78068 -9.80848 -0.19211
H 10.53316 -5.09261 -1.89436
H 11.74734 -5.07982 -0.61097
H 12.20371 -5.47326 -2.30124
H 13.14430 -9.48407 0.78396
H 13.60253 -9.87396 -0.90657
H 12.33464 -10.79623 -0.08513
C -3.50767 3.96612 0.69802
O -2.39352 3.24444 0.17070
C -1.36811 4.02033 -0.19625
O -1.32534 5.21937 -0.11429
O -0.39846 3.22891 -0.66923
C 0.76966 3.92721 -1.10064
H -4.27747 3.24272 0.96222
H -3.22153 4.51092 1.59808
H -3.91591 4.64682 -0.05124
H 1.22346 4.46890 -0.26956
H 0.53170 4.60735 -1.91971
H 1.48182 3.18604 -1.46145
C -3.43380 7.36771 2.61782
O -4.59163 6.67910 3.09040
C -5.24566 7.31452 4.07056
O -4.93902 8.37128 4.55442
O -6.29958 6.56706 4.41662
C -7.09537 7.12752 5.46108
H -2.98716 6.76276 1.82952
H -3.70534 8.33701 2.19760
H -2.70219 7.48700 3.41832
H -7.51338 8.08714 5.15413
H -6.50966 7.23731 6.37490
H -7.91683 6.43988 5.65760
C -10.07806 5.24671 9.83296
O -11.25083 4.74089 9.19758
C -11.41255 5.15763 7.93633
O -10.67388 5.89163 7.33471
O -12.53901 4.61504 7.46273
C -12.84349 4.97341 6.11522
H -10.05220 4.84434 10.84456
H -9.18157 4.91782 9.30536
H -10.11157 6.33547 9.89307
H -12.05840 4.63223 5.43900
H -12.98770 6.05109 6.02608
H -13.77396 4.47559 5.84480
C -7.31485 2.57438 -4.98929
O -5.97268 2.14881 -4.76094
C -5.28595 2.93298 -3.92188
O -5.70300 3.92027 -3.37639
O -4.05488 2.42622 -3.79588
C -3.20653 3.16962 -2.92198
H -7.77112 1.86749 -5.68074
H -7.88485 2.56761 -4.05914
H -7.33257 3.56580 -5.44414
H -3.61540 3.18577 -1.91328
H -3.06225 4.18469 -3.29677
H -2.23850 2.67076 -2.89449
C 1.09168 -0.31921 -7.54093
O 2.44122 -0.73175 -7.33188
C 3.13411 0.06213 -6.50750
O 2.71656 1.04853 -5.95961
O 4.37152 -0.43333 -6.39858
C 5.22683 0.32107 -5.54184
H 0.63095 -1.03334 -8.22187
H 0.53638 -0.32675 -6.60185
H 1.05783 0.66985 -7.99995
H 4.83268 0.33901 -4.52374
H 5.35631 1.33521 -5.92296
H 6.20003 -0.16893 -5.52733
C -15.63926 1.49281 7.96530
O -16.81074 0.99129 7.32452
C -16.96830 1.41101 6.06397
O -16.22834 2.14552 5.46240
O -18.09509 0.87017 5.58722
C -18.39211 1.23426 4.24036
H -15.61529 1.08880 8.97618
H -14.74185 1.16345 7.43972
H -15.67070 2.58144 8.02845
H -17.60399 0.89479 3.56674
H -18.53340 2.31261 4.15490
H -19.32186 0.73971 3.96321
*
```

These are the Mulliken partial charges, in e, on atoms 1 to 6: atom 1 (C): -0.998, atom 2 (C): -0.417, atom 3 (C): 0.615, atom 4 (P): 0.224, atom 5 (N): -0.843, atom 6 (N): 0.398


# 2
The following is a DFT calculation (ωB97M-V with the def2-TZVPD basis set) of a 2-piece molecular cluster, C4H10O overall.

Output
Electronic energy = -233.5149 hartree
Energy above the lowest of the compared OMol25 structures with the same formula, charge and spin = 341.48 kJ/mol
Orbital gap = 0.3499 hartree
Maximum force = 0.52 eV/Å
LUMO energy = 0.0300 hartree

Geometry as ORCA input:
```
! RIJCOSX wB97M-V def2-TZVPD def2/J DEFGRID3
* xyz 0 1
C 1.36983 1.00951 0.93205
C -0.12923 1.28467 0.99856
C -0.49300 -1.93580 0.24807
O -0.06834 -1.55952 -0.92399
C -1.03985 -0.92928 -1.77350
H 1.62027 0.34795 0.09453
H 1.92965 1.94158 0.80094
H 1.72605 0.53310 1.85207
H -0.47953 1.76913 0.07926
H -0.36771 1.94970 1.83525
H -0.70491 0.36065 1.13063
H 0.42129 -2.41757 0.67508
H -0.66858 0.06340 -2.04045
H -1.12531 -1.54880 -2.66863
H -1.99064 -0.86871 -1.23986
*
```

These are the Mulliken partial charges, in e, on atoms 1 to 6: atom 1 (C): -0.806, atom 2 (C): -0.754, atom 3 (C): -0.333, atom 4 (O): -0.172, atom 5 (C): -0.551, atom 6 (H): 0.238


# 3
The following is a DFT calculation (ωB97M-V with the def2-TZVPD basis set) of a 2-piece molecular cluster, C4H13ClP overall.

Output
Electronic energy = -961.6893 hartree
Orbital gap = 0.2590 hartree
Maximum force = 1.34 eV/Å
LUMO energy = 0.1259 hartree

Geometry as ORCA input:
```
! RIJCOSX wB97M-V def2-TZVPD def2/J DEFGRID3
* xyz -1 1
C 2.14439 -0.27512 -0.49000
C 0.96062 -0.22482 0.49032
C 0.09380 1.03608 0.25221
C -0.99356 0.73223 -0.80209
P -2.33614 -0.42531 -0.08004
H 1.88898 -0.96518 -1.30354
H 3.01820 -0.66070 0.03250
H 2.36105 0.69172 -0.95153
H 1.31218 -0.25083 1.55717
H 0.39231 -1.14742 0.34134
H 0.73991 1.81986 -0.14966
H -0.36716 1.39298 1.18015
H -0.46910 0.22854 -1.62228
H -1.45095 1.65582 -1.18338
H -1.67724 -1.56325 -0.63854
H -3.35513 0.18429 -0.86834
H -2.03597 0.06887 1.23141
H -3.31513 -1.33150 0.52816
Cl 3.08893 -0.96625 2.47615
*
```

These are the Mulliken partial charges, in e, on atoms 1 to 6: atom 1 (C): -1.030, atom 2 (C): 0.040, atom 3 (C): -0.918, atom 4 (C): -1.077, atom 5 (P): 0.043, atom 6 (H): 0.255


# 4
The following is a DFT calculation (ωB97M-V with the def2-TZVPD basis set) of C31H32As2Cl3N6O4ReS as an isolated structure.

Output
⟨S²⟩ = 3.9099
Electronic energy = -8158.1941 hartree
Orbital gap (spin up / spin down) = 0.2518 / 0.2424 hartree
Maximum force = 2.35 eV/Å
LUMO energy (spin up / spin down) = -0.1352 / -0.1617 hartree

Geometry as ORCA input:
```
! RIJCOSX wB97M-V def2-TZVPD def2/J DEFGRID3
* xyz 1 4
Re 0.79298 0.19731 -0.71103
O 1.75382 1.96310 -0.94732
N 2.80373 2.18399 -0.12110
N 2.92148 3.41475 0.09694
O 2.23474 4.28247 -0.50226
C 3.90915 3.83729 1.09394
C 4.88744 2.93959 1.58219
C 5.74877 3.38327 2.59364
C 5.60893 4.65267 3.06671
C 4.69264 5.58465 2.56381
C 3.89260 5.15876 1.51860
H 4.93932 1.90804 1.32219
H 6.48719 2.75587 3.02855
H 6.27231 4.97482 3.81852
H 4.63803 6.59726 2.88758
H 3.11628 5.76554 1.07849
C -2.65976 1.26559 -2.68487
As -1.25239 1.85953 -1.49344
C -0.53459 3.45717 -2.37310
C -2.14964 2.53914 0.07754
C -3.27738 3.40765 0.01467
C -3.84429 3.86850 1.18422
C -3.37474 3.39763 2.42262
C -2.25969 2.54867 2.47045
C -1.68130 2.13074 1.28909
As -0.09696 1.03055 1.45437
C 1.06043 2.13431 2.58176
C -0.68978 -0.30288 2.73383
H -2.94480 2.05358 -3.41771
H -3.56001 1.08087 -2.14725
H -2.33509 0.33752 -3.16487
H -1.39159 4.14894 -2.53786
H -0.16247 3.03597 -3.28031
H 0.27427 3.88763 -1.75220
H -3.71715 3.71776 -0.94579
H -4.70348 4.51172 1.19805
H -3.83649 3.77268 3.31597
H -1.87465 2.24424 3.39278
H 0.54075 2.29403 3.51829
H 1.18931 3.01837 1.98619
H 2.02788 1.62007 2.69831
H -0.49237 -0.04301 3.77418
H -0.22439 -1.26656 2.53985
H -1.79218 -0.41321 2.65437
S 2.38619 -1.02978 0.54832
C 1.58792 -2.59680 0.65764
N 2.26867 -3.61918 1.10238
N 1.88258 -4.81914 1.15339
C 0.62182 -5.44359 0.73750
C -0.31172 -5.61028 1.76847
C -1.43667 -6.31926 1.54984
C -1.69159 -6.85372 0.28096
C -0.81436 -6.56343 -0.74139
C 0.36511 -5.85722 -0.52994
N 0.32948 -2.69250 0.12152
N -0.09469 -1.67127 -0.53268
C -1.43744 -1.87509 -1.06146
C -1.64408 -2.04102 -2.43550
C -2.86184 -2.47385 -2.85628
C -3.92916 -2.70064 -1.95729
C -3.69809 -2.48247 -0.59881
C -2.44209 -2.05964 -0.13743
H 2.55216 -5.40624 1.66579
H 0.00753 -5.28351 2.73986
H -2.12983 -6.53759 2.33959
H -2.56993 -7.46445 0.16895
H -0.94930 -7.05597 -1.70759
H 1.13476 -5.77023 -1.32082
H -0.89796 -1.92332 -3.18312
H -2.99984 -2.60987 -3.91492
H -4.88756 -3.13738 -2.25206
H -4.46604 -2.80442 0.11640
H -2.29928 -1.91006 0.95738
Cl 0.06842 -1.01777 -6.17083
C 1.20288 -0.90655 -4.81502
Cl 2.66840 -0.00456 -5.27619
Cl 1.81243 -2.52675 -4.31826
C 0.66717 -0.13002 -3.64507
O -0.26298 0.66093 -3.77601
O 1.33206 -0.39996 -2.55593
*
```

These are the Mulliken partial charges, in e, on atoms 1 to 6: atom 1 (Re): 1.542, atom 2 (O): -0.451, atom 3 (N): -0.613, atom 4 (N): 0.966, atom 5 (O): -0.681, atom 6 (C): -0.069


# 5
The following is a DFT calculation (ωB97M-V with the def2-TZVPD basis set) of a 3-piece molecular cluster, C3H10O3 overall.

Output
Electronic energy = -345.9477 hartree
Energy above the lowest of the compared OMol25 structures with the same formula, charge and spin = 175.39 kJ/mol
SMILES string = C/C=C/O.O.O
Orbital gap = 0.3263 hartree
Maximum force = 1.97 eV/Å
LUMO energy = 0.0156 hartree

Geometry as ORCA input:
```
! RIJCOSX wB97M-V def2-TZVPD def2/J DEFGRID3
* xyz 0 1
C 0.03625 1.97046 -0.72021
C 0.24122 0.69276 0.09855
C 0.46169 -0.44322 -0.58938
O -0.14073 -1.64609 -0.27209
H 0.24473 2.82646 -0.07742
H 0.70491 1.91354 -1.57797
H -1.01132 1.98955 -1.00289
H 0.36693 0.77064 1.17419
H 1.04664 -0.48881 -1.50892
H -1.08754 -1.48494 -0.39500
O 3.15227 -1.24626 1.58457
H 3.15447 -0.96130 0.66205
H 2.22419 -1.51058 1.65594
O -2.86280 -0.80616 0.04240
H -3.73133 -1.22418 0.03744
H -2.79958 -0.35187 0.88872
*
```

These are the Mulliken partial charges, in e, on atoms 1 to 6: atom 1 (C): -0.935, atom 2 (C): 0.128, atom 3 (C): -0.653, atom 4 (O): -0.476, atom 5 (H): 0.280, atom 6 (H): 0.346


# 6
The following is a DFT calculation (ωB97M-V with the def2-TZVPD basis set) of H18O17SV2 as an isolated structure.

Output
⟨S²⟩ = 0.7578
Electronic energy = -3575.5686 hartree
Orbital gap (spin up / spin down) = 0.2666 / 0.1068 hartree
Maximum force = 7.20 eV/Å
LUMO energy (spin up / spin down) = -0.2501 / -0.3870 hartree

Geometry as ORCA input:
```
! RIJCOSX wB97M-V def2-TZVPD def2/J DEFGRID3
* xyz 1 2
O -0.13212 0.75047 -3.05651
V -0.65993 -0.80562 -2.93341
O -2.24200 -0.77572 -3.25047
O -1.30139 -2.49705 2.74702
V -1.45217 -0.98771 3.31957
O -0.01142 -0.63610 4.03490
S 0.02188 -0.01113 0.15755
O 0.14949 1.41657 -0.06126
O 1.30947 -0.62810 0.11397
O -0.58810 -0.19238 1.44256
O -0.84016 -0.59557 -0.88353
O 2.86073 0.76907 2.57450
H 1.93774 0.88624 2.34960
H 3.22990 0.29109 1.83188
O 1.72430 -1.22772 -2.38954
H 1.81868 -0.88367 -1.50131
H 2.49821 -0.90888 -2.85390
O -1.39091 3.07126 -1.77904
H -0.71195 3.19625 -2.44208
H -1.03100 2.40916 -1.18885
O 3.54787 -1.53908 0.96182
H 2.80720 -1.18387 0.47043
H 3.17894 -1.77929 1.81177
O 2.53733 2.55026 -0.29701
H 1.72131 2.06306 -0.18306
H 3.20795 1.87482 -0.39840
O -3.54461 -2.17454 -0.02303
H -4.10121 -1.83147 -0.72213
H -2.67662 -2.24540 -0.42028
O -1.51565 2.78979 1.40675
H -1.26044 2.30973 0.61894
H -1.19131 2.25348 2.13022
O -3.85859 1.17818 -0.54823
H -3.48809 1.22088 0.33333
H -3.25897 0.61131 -1.03336
O 1.16485 -3.19380 -0.04665
H 0.21468 -3.24393 0.05775
H 1.32609 -2.30057 -0.35056
*
```

These are the Mulliken partial charges, in e, on atoms 1 to 6: atom 1 (O): -0.528, atom 2 (V): 1.162, atom 3 (O): -0.563, atom 4 (O): -0.448, atom 5 (V): 1.477, atom 6 (O): -0.491


# 7
The following is a DFT calculation (ωB97M-V with the def2-TZVPD basis set) of a single C5H13NOS molecule.

Output
Electronic energy = -726.4258 hartree
Energy above the lowest of the compared OMol25 structures with the same formula, charge and spin = 197.63 kJ/mol
SMILES string = OCCCNCCS
Orbital gap = 0.3726 hartree
Maximum force = 4.60 eV/Å
LUMO energy = 0.0341 hartree

Geometry as ORCA input:
```
! RIJCOSX wB97M-V def2-TZVPD def2/J DEFGRID3
* xyz 0 1
O 1.97071 -2.21753 -2.81608
C 1.56966 -2.04293 -1.46555
C 0.80391 -0.69361 -1.22882
C 0.75087 -0.64462 0.33398
N 0.41921 0.73167 0.83037
C -1.09495 0.80260 0.82261
C -1.52082 2.10638 1.53338
S -3.36889 2.14619 1.84928
H 1.29344 -2.58679 -3.39001
H 2.58417 -1.99053 -1.04356
H 1.03624 -2.92608 -1.08440
H -0.11817 -0.88894 -1.80285
H 1.44094 0.06513 -1.74564
H 0.30421 -1.52585 0.81847
H 1.90055 -0.63524 0.47671
H 0.72528 0.78671 1.80156
H -1.51454 0.84664 -0.18270
H -1.53558 -0.05646 1.37807
H -1.29623 2.97231 0.94396
H -0.82875 2.31057 2.35222
H -3.52126 3.44039 1.61901
*
```

These are the Mulliken partial charges, in e, on atoms 1 to 6: atom 1 (O): -0.531, atom 2 (C): -0.688, atom 3 (C): -0.181, atom 4 (C): -0.678, atom 5 (N): -0.412, atom 6 (C): -0.548


# 8
The following is a DFT calculation (ωB97M-V with the def2-TZVPD basis set) of a single C5H7ClN2 molecule.

Output
Electronic energy = -764.2127 hartree
Energy above the lowest of the compared OMol25 structures with the same formula, charge and spin = 577.00 kJ/mol
SMILES string = C#C[C@@](C)(Cl)/C=N\N
Orbital gap = 0.3576 hartree
Maximum force = 5.82 eV/Å
LUMO energy = 0.0245 hartree

Geometry as ORCA input:
```
! RIJCOSX wB97M-V def2-TZVPD def2/J DEFGRID3
* xyz 0 1
C -1.95101 -0.56030 -1.47164
C -0.92716 -0.04649 -0.89344
C 0.37894 -0.20080 -0.10104
C 0.24081 -1.52016 0.80643
Cl 1.79229 -0.28896 -1.29048
C 0.48640 1.01005 0.77175
N -0.43793 1.42791 1.56077
N -1.68782 0.80700 1.68183
H -2.88791 -0.66371 -2.03332
H -0.96125 -1.75723 1.02521
H 0.93508 -1.42267 1.80890
H 0.67480 -2.20938 -0.22183
H 1.44111 1.44590 1.04911
H -1.84651 0.16280 0.97500
H -2.31188 1.61838 1.96460
*
```

These are the Mulliken partial charges, in e, on atoms 1 to 6: atom 1 (C): -0.112, atom 2 (C): -0.729, atom 3 (C): 0.564, atom 4 (C): -0.607, atom 5 (Cl): -0.164, atom 6 (C): -0.247